Version A
C3H10N2S in the gas phase. Source: the Open Molecules 2025 dataset; level of theory: ωB97M-V/def2-TZVPD.

Each line ends with the Mulliken charge.
Geometry (Å):
S (-1.20619, -1.60428, -2.49265)  -0.241
N (0.94484, -0.19076, 0.63670)  -0.247
N (-0.07062, 1.84492, 1.65842)  -0.617
C (0.66075, -0.99595, -0.53152)  -0.605
C (-0.02328, 0.44944, 1.64940)  -0.712
C (-0.48989, -0.38078, -1.30997)  -0.529
H (-1.31281, -0.14190, -0.63953)  0.290
H (-2.02674, -0.78280, -3.12202)  0.119
H (1.87134, -0.22629, 1.00384)  0.207
H (-0.89089, -0.11519, 1.32591)  0.432
H (1.55611, -0.92404, -1.15760)  0.296
H (-0.54769, 2.26134, 0.85571)  0.276
H (-0.24596, 0.61835, -1.68065)  0.355
H (0.38406, 0.06711, 2.59093)  0.370
H (0.87775, 2.18754, 1.57137)  0.253
H (0.51923, -2.06670, -0.35835)  0.351

Its structure (SMILES) is NCNCCS. The HOMO energy is -0.313 Ha. The calculation puts the lowest unoccupied orbital energy at 0.93 eV.

---

Version B
C3H10N2S in the gas phase. Source: the Open Molecules 2025 dataset; level of theory: ωB97M-V/def2-TZVPD.

Each line ends with the Mulliken charge.
Geometry (Å):
S (-1.55814, 2.29595, 1.22111)  -0.242
N (-0.42995, -1.16784, -0.38458)  -0.345
N (1.83241, -0.31097, -0.66537)  -0.609
C (0.91201, -1.33870, -0.75121)  -0.621
C (-0.33693, 1.08296, 0.56199)  -0.568
C (-1.14213, -0.05946, 0.19645)  -0.465
H (1.27261, -2.28284, -0.40192)  0.460
H (0.85266, -1.58442, -1.74158)  0.349
H (-1.32654, 2.23337, 2.57893)  0.135
H (0.03939, 1.51369, -0.41033)  0.231
H (-1.51874, -0.48461, 1.06673)  0.303
H (-0.97546, -1.62389, -1.11356)  0.224
H (0.57725, 1.01690, 1.23364)  0.262
H (1.43074, 0.42815, -1.12615)  0.278
H (2.27919, 0.05098, 0.22655)  0.268
H (-1.90836, 0.23072, -0.49070)  0.339

Its structure (SMILES) is NCNCCS. The HOMO energy is -0.296 Ha. The calculation puts the lowest unoccupied orbital energy at 0.79 eV.

---

It is version A that is the most stable of them.

---

Version A
2 unconnected molecules or ions with the total composition C3H10N2S. Source: the Open Molecules 2025 dataset; level of theory: ωB97M-V/def2-TZVPD.

Each line ends with the Mulliken charge.
Geometry (Å):
S (-1.97936, 0.84385, -0.24480)  -0.245
N (3.41944, 0.26131, -0.71415)  -0.698
N (1.80067, 1.75304, -1.45000)  -0.409
C (2.24596, 0.74412, -0.60291)  0.288
C (-1.10620, -1.27616, 1.35602)  -0.877
C (-2.39398, -0.68058, 0.78430)  -0.505
H (-0.57416, -1.53514, 0.42076)  0.243
H (-1.26952, -2.27339, 1.76223)  0.330
H (-1.98197, 0.08705, -1.34875)  0.141
H (-2.87372, -1.33110, 0.06706)  0.317
H (2.46879, 2.14567, -2.09845)  0.204
H (3.56071, -0.29210, 0.13543)  0.237
H (0.81089, 1.78234, -1.59889)  0.187
H (-3.09139, -0.41510, 1.57355)  0.307
H (1.43834, 0.71814, 0.13159)  0.191
H (-0.47450, -0.53194, 1.82702)  0.289

Its structure (SMILES) is [H]/N=C/N.CCS. The HOMO energy is -0.337 Ha. The calculation puts the lowest unoccupied orbital energy at 0.70 eV.

---

Version B
2 unconnected molecules or ions with the total composition C3H10N2S. Source: the Open Molecules 2025 dataset; level of theory: ωB97M-V/def2-TZVPD.

Each line ends with the Mulliken charge.
Geometry (Å):
S (1.88689, -1.23291, 0.60641)  -0.157
N (-1.11721, 0.36165, -2.24282)  -0.646
N (-1.86176, 0.01657, 0.34830)  -0.719
C (-0.22069, -0.35133, -1.31058)  -0.819
C (-0.86079, -0.85897, 0.01671)  0.622
C (0.27028, -0.90472, 1.20439)  -0.844
H (0.00327, -1.63928, 1.96071)  0.366
H (-1.79273, 0.77781, -1.61282)  0.257
H (3.80294, 3.01332, 1.82423)  0.026
H (-1.27309, -1.87509, -0.07705)  0.379
H (0.59894, 0.32081, -1.00516)  0.347
H (0.22249, 0.08518, 1.64994)  0.371
H (-2.56509, -0.45007, 0.92175)  0.253
H (-0.64180, 1.05800, -2.78604)  0.239
H (3.29617, 2.86964, 2.32850)  -0.026
H (0.25218, -1.19062, -1.82646)  0.350

The HOMO energy is -0.318 Ha. The calculation puts the lowest unoccupied orbital energy at -3.19 eV.

---

It is version A that is the most stable of them.

---

Version A
2 unconnected molecules or ions with the total composition C3H10N2S. Source: the Open Molecules 2025 dataset; level of theory: ωB97M-V/def2-TZVPD.

Each line ends with the Mulliken charge.
Geometry (Å):
S (0.08584, 2.17191, -1.19128)  -0.201
N (-0.62158, -0.80470, 2.43788)  -0.319
N (1.03297, -1.86193, 1.21289)  -0.531
C (0.05695, 0.36832, -0.97363)  -0.133
C (0.13355, -1.89736, 2.10284)  0.056
C (-0.21238, -0.33621, -2.29341)  -1.095
H (-1.24334, 2.33103, -1.19351)  0.115
H (1.05045, 0.08750, -0.64660)  0.287
H (-0.89105, -0.08252, 1.79456)  0.185
H (0.34331, 0.06267, -3.13391)  0.341
H (-1.28391, -0.24229, -2.53488)  0.303
H (-0.14808, -1.42449, -2.23912)  0.322
H (-0.10582, -2.77456, 2.70933)  0.303
H (-0.67065, 0.07450, -0.22132)  -0.021
H (1.51751, -2.75522, 1.19813)  0.208
H (-0.92023, -0.71843, 3.39138)  0.182

Its structure (SMILES) is [H]/N=C/N.CCS. The HOMO energy is -0.325 Ha. The calculation puts the lowest unoccupied orbital energy at 0.87 eV.

---

Version B
C3H10N2S in the gas phase. Source: the Open Molecules 2025 dataset; level of theory: ωB97M-V/def2-TZVPD.

Each line ends with the Mulliken charge.
Geometry (Å):
S (1.23521, -0.32881, -1.74284)  -0.173
N (1.11859, 0.46996, -0.22528)  -0.124
N (2.12806, 0.05393, 0.64155)  -0.524
C (-0.47760, 0.17680, 0.43463)  0.329
C (-0.83035, -1.28324, 0.43828)  -1.206
C (-1.36155, 1.03797, -0.43348)  -1.370
H (-1.42397, 0.62219, -1.43564)  0.304
H (-0.88492, -1.66205, -0.58018)  0.318
H (2.16644, 0.69884, 1.42543)  0.248
H (-0.10923, -1.87947, 0.99997)  0.343
H (2.02453, -0.90323, 0.98060)  0.230
H (-0.36473, 0.59272, 1.43946)  0.332
H (-0.94902, 2.04224, -0.50331)  0.377
H (1.90006, 0.66911, -2.33458)  0.136
H (-1.80718, -1.40595, 0.90711)  0.371
H (-2.36434, 1.09898, -0.01170)  0.408

Its structure (SMILES) is CC(C)N(N)S. The HOMO energy is -0.314 Ha. The calculation puts the lowest unoccupied orbital energy at 0.96 eV.

---

It is version A that is the most stable of them.

---

Version A
2 unconnected molecules or ions with the total composition C3H10N2S. Source: the Open Molecules 2025 dataset; level of theory: ωB97M-V/def2-TZVPD.

Each line ends with the Mulliken charge.
Geometry (Å):
S (-0.40722, 1.54221, 0.48647)  -0.203
N (2.58969, -2.20070, 0.25549)  -0.476
N (2.05546, -0.75339, -1.45503)  -0.678
C (1.79159, -1.80042, -0.78494)  0.110
C (-2.79532, 0.11297, 0.24265)  -0.947
C (-2.19851, 1.45436, 0.65087)  -0.472
H (-2.78966, -0.01993, -0.82583)  0.296
H (-2.20968, -0.67100, 0.72697)  0.285
H (1.41349, -0.66173, -2.23573)  0.242
H (3.24276, -1.47223, 0.50110)  0.265
H (-0.30174, 1.57348, -0.84835)  0.097
H (0.88684, -2.37889, -1.01032)  0.321
H (-2.33694, 1.59671, 1.72520)  0.272
H (-2.72227, 2.28139, 0.19113)  0.344
H (-3.81403, -0.00401, 0.62694)  0.317
H (2.15372, -2.73777, 0.98285)  0.228

Its structure (SMILES) is [H]/N=C/N.CCS. The HOMO energy is -0.328 Ha. The calculation puts the lowest unoccupied orbital energy at 0.89 eV.

---

Version B
2 unconnected molecules or ions with the total composition C3H10N2S. Source: the Open Molecules 2025 dataset; level of theory: ωB97M-V/def2-TZVPD.

Each line ends with the Mulliken charge.
Geometry (Å):
S (-0.53821, 0.37080, 0.37756)  0.408
N (-1.47138, 1.57474, 0.49674)  -0.673
N (2.11333, -0.25113, -0.71100)  -0.374
C (-1.48085, -1.12026, 1.22863)  -1.113
C (-1.01893, -0.08751, -1.28713)  -0.721
C (2.78447, 0.73259, -0.23441)  -0.287
H (-1.34475, 0.73341, -1.78713)  0.361
H (-0.74975, -1.87328, 1.00306)  0.340
H (3.86851, 0.76873, 0.04626)  0.237
H (-1.83034, -0.85121, -1.05243)  0.258
H (2.81695, -0.97402, -0.91290)  0.190
H (-2.45227, -1.29099, 0.83936)  0.352
H (-1.24224, 2.15068, 1.25716)  0.202
H (0.02844, -0.43422, -1.67497)  0.240
H (-1.60394, -0.94552, 2.28141)  0.345
H (2.12097, 1.49717, 0.12979)  0.236

The HOMO energy is -0.281 Ha. The calculation puts the lowest unoccupied orbital energy at 0.79 eV.

---

It is version A that is the most stable of them.

---

Version A
C3H10N2S in the gas phase. Source: the Open Molecules 2025 dataset; level of theory: ωB97M-V/def2-TZVPD.

Each line ends with the Mulliken charge.
Geometry (Å):
S (1.98568, -2.42979, -1.47034)  -0.234
N (-1.41573, 1.45121, 2.12871)  -0.645
N (-0.23935, 0.55068, 0.12883)  -0.256
C (0.19649, -0.80839, -0.00133)  -0.604
C (1.04540, -0.88256, -1.28334)  -0.594
C (-1.41179, 1.24470, 0.64235)  -0.545
H (-1.35991, 2.22865, 0.18956)  0.321
H (0.83430, -1.16886, 0.82812)  0.316
H (-0.52299, -1.61809, -0.11054)  0.340
H (2.38099, -2.23135, -2.72571)  0.118
H (-2.28230, 0.65126, 0.36755)  0.333
H (0.55736, 1.16174, 0.18047)  0.200
H (-1.05814, 0.56808, 2.48051)  0.275
H (0.31394, -0.82800, -2.10663)  0.315
H (-0.64534, 2.09691, 2.26367)  0.279
H (1.62140, 0.01382, -1.51188)  0.382

Its structure (SMILES) is NCNCCS. The HOMO energy is -0.316 Ha. The calculation puts the lowest unoccupied orbital energy at 0.89 eV.

---

Version B
C3H10N2S in the gas phase. Source: the Open Molecules 2025 dataset; level of theory: ωB97M-V/def2-TZVPD.

Each line ends with the Mulliken charge.
Geometry (Å):
S (2.25627, -0.53156, -1.03649)  -0.227
N (-0.14303, 0.54995, 1.62972)  -0.768
N (-2.82496, 0.02814, 0.93392)  -0.631
C (-1.85348, 0.25775, -0.14686)  -0.944
C (0.63846, 0.26623, -0.74210)  -0.964
C (-0.40543, -0.06731, 0.30423)  0.527
H (-0.67042, 1.42554, 1.60286)  0.286
H (-1.94677, -0.37309, -1.03231)  0.352
H (-1.83248, 1.29192, -0.51152)  0.387
H (0.89467, 1.34971, -0.60218)  0.351
H (0.20296, 0.31986, -1.74912)  0.337
H (2.26650, -1.38339, 0.07333)  0.134
H (-3.10981, -0.94456, 0.90598)  0.289
H (-2.26859, 0.09451, 1.78163)  0.353
H (0.82027, 0.87786, 1.63968)  0.283
H (-0.30816, -1.15030, 0.47132)  0.236

Its structure (SMILES) is NC[C@H](N)CS. The HOMO energy is -0.335 Ha. The calculation puts the lowest unoccupied orbital energy at 0.91 eV.

---

It is version B that is the most stable of them.

---

Version A
C9H10O2 in the gas phase. Source: the Open Molecules 2025 dataset; level of theory: ωB97M-V/def2-TZVPD.

Each line ends with the Mulliken charge.
Geometry (Å):
O (2.78586, -1.53506, 0.03446)  -0.540
O (1.75763, 2.55678, 0.38644)  -0.510
C (0.13680, -1.75598, 0.13316)  -0.233
C (-1.33418, -0.17422, -0.42795)  1.056
C (-3.33389, 0.31195, 0.80959)  -0.944
C (-1.13610, -1.46705, -0.04439)  -0.679
C (-2.68523, 0.56241, -0.62810)  -0.305
C (-0.22017, 0.74389, -0.51486)  -0.597
C (1.36437, -0.97589, 0.18109)  0.106
C (1.04270, 0.37416, -0.23669)  0.416
C (2.12262, 1.38889, 0.05575)  -0.259
H (-3.40951, 0.05022, -1.36095)  0.299
H (-0.48916, 1.84352, -0.72196)  0.087
H (2.82314, -2.39880, -0.35995)  0.320
H (-1.83786, -2.37426, -0.05055)  0.301
H (3.22967, 1.18507, -0.12961)  0.330
H (-2.65000, 0.80191, 1.63747)  0.278
H (0.44870, -2.92866, 0.66546)  0.105
H (-4.49759, 0.72049, 0.69465)  0.288
H (-2.30305, 1.70106, -0.76910)  0.207
H (-3.40377, -0.82324, 1.06175)  0.273

Its structure (SMILES) is CCc1ccc(O)c(C=O)c1. The HOMO energy is -0.328 Ha. The calculation puts the lowest unoccupied orbital energy at 0.04 eV.

---

Version B
C9H10O2 in the gas phase. Source: the Open Molecules 2025 dataset; level of theory: ωB97M-V/def2-TZVPD.

Each line ends with the Mulliken charge.
Geometry (Å):
O (-0.93996, -0.95023, 0.32862)  -0.462
O (-0.52664, 1.11672, -0.43596)  -0.384
C (1.32186, -0.26586, -0.70185)  0.521
C (2.06964, -1.54791, -0.31315)  -0.805
C (-1.43983, 1.74865, 0.48480)  -0.851
C (2.08568, 1.36478, 0.49106)  -0.604
C (2.06782, -1.21490, 1.05710)  -0.731
C (0.04687, -0.05418, -0.00231)  0.650
C (2.00577, 1.08892, -0.84222)  -0.674
C (-1.63594, -1.48133, -0.83678)  -0.677
C (1.28268, 0.06671, 0.87297)  0.562
H (2.55453, -2.31112, -0.84979)  0.452
H (2.33291, 2.22277, 1.10831)  0.366
H (-1.55169, 1.22953, 1.50342)  0.306
H (2.51104, -1.54184, 1.92668)  0.492
H (2.23145, 1.56437, -1.75444)  0.399
H (-2.43243, 1.84722, -0.02021)  0.274
H (-0.78343, -1.58394, -1.48167)  0.354
H (-2.26325, -0.56071, -1.23173)  0.199
H (-1.06924, 2.66743, 0.64078)  0.357
H (-2.28129, -2.33283, -0.61095)  0.255

Its structure (SMILES) is COC1(OC)[C@]23C=C[C@]12C=C3. The HOMO energy is -0.305 Ha. The calculation puts the lowest unoccupied orbital energy at 1.04 eV.

---

It is version A that is the most stable of them.